(1)
Here is a cluster of 14 separate species, C58H96N3O40P in total in a non-equilibrium geometry from OMol25. Energies are from ωB97M-V/def2-TZVPD.

Last column: Löwdin charge in e.
Positions of all 198 atoms, in Å:
P -8.214 25.042 -0.564  0.618
O -3.794 17.367 0.218  0.120
O -2.393 32.105 -3.342  0.077
O 0.480 24.959 2.613  0.086
O -9.592 29.170 6.395  0.099
O -2.198 23.578 10.034  0.081
O -13.276 33.880 1.324  0.072
O -8.866 23.682 -0.678  -0.334
O -2.441 21.694 11.387  0.137
O -0.980 30.432 -3.913  0.152
O -15.979 16.554 -0.536  0.164
O -12.413 22.608 -6.090  0.070
O -20.055 26.247 -1.050  0.090
O -13.644 24.553 -6.196  0.126
O -8.234 19.202 6.660  0.105
O -4.481 16.495 -1.751  0.094
O -9.353 17.721 8.025  0.078
O -5.399 35.681 3.032  0.057
O 1.588 21.454 -5.209  0.093
O 1.258 20.762 -3.104  0.033
O -5.875 17.671 -0.357  0.088
O -13.718 16.781 -0.257  0.069
O -12.789 35.049 3.114  0.155
O -10.542 18.772 6.453  0.046
O -21.460 24.802 -0.039  0.147
O -7.008 36.375 1.792  0.075
O -6.743 34.125 2.058  0.136
O -4.408 17.515 -8.698  0.083
O 0.184 27.157 2.832  0.137
O -8.541 30.926 7.012  0.098
O 2.027 26.084 3.762  0.078
O -7.601 28.946 7.496  0.104
O -15.014 18.495 -0.216  0.113
O -6.229 17.772 -7.504  0.058
O -12.924 36.027 1.116  0.121
O -3.055 30.025 -3.068  0.082
O -19.288 24.261 -0.490  0.027
O -4.070 22.467 10.148  0.090
O -4.852 19.581 -7.833  0.154
O 2.606 22.581 -3.549  0.154
O -12.267 23.822 -7.883  0.094
N -6.820 25.259 -1.615  -0.296
N -9.338 26.284 -0.904  -0.285
N -7.575 25.310 1.013  -0.302
C 0.852 26.163 3.041  -0.523
C -18.294 27.472 -1.983  -0.017
C -8.517 29.638 7.022  -0.576
C -10.643 17.198 8.102  -0.333
C 2.946 24.237 5.067  -0.027
C -14.980 17.207 -0.437  -0.585
C -18.164 24.938 -1.166  -0.028
C -4.563 33.308 -3.516  -0.005
C -13.289 35.554 -0.167  -0.086
C -9.063 27.721 -0.817  -0.136
C -3.559 19.068 1.917  -0.004
C -4.679 17.158 -0.707  -0.530
C 1.846 21.742 -3.950  -0.510
C -7.525 38.504 2.645  -0.025
C -6.390 35.278 2.205  -0.552
C -6.364 37.580 2.206  -0.287
C -5.552 37.054 3.401  -0.083
C -12.857 23.752 -6.688  -0.505
C 2.538 24.763 3.747  -0.361
C -13.038 35.045 1.947  -0.622
C -2.605 24.837 7.998  -0.037
C -5.787 18.235 0.885  -0.131
C -3.647 32.260 -2.719  -0.293
C -11.496 18.174 7.275  -0.126
C -9.674 31.419 6.347  -0.085
C 1.415 23.979 3.053  -0.087
C -18.976 26.121 -1.875  -0.345
C 0.580 19.806 -3.851  -0.125
C -13.813 20.115 1.094  -0.008
C -10.108 23.264 -8.636  -0.020
C -11.402 21.977 -6.834  -0.112
C -13.739 18.965 0.021  -0.336
C -20.382 25.109 -0.492  -0.551
C -4.355 23.525 9.239  -0.060
C -6.994 25.557 -3.025  -0.152
C -3.826 15.301 -8.109  -0.024
C -14.545 33.237 -0.635  -0.017
C -8.295 24.741 2.213  -0.092
C -11.061 17.131 9.585  -0.008
C -4.386 17.884 1.357  -0.329
C -3.098 24.423 9.361  -0.332
C -9.281 18.630 7.024  -0.452
C 1.093 19.276 -6.317  -0.016
C -6.827 26.530 1.300  -0.132
C -11.425 22.734 -8.137  -0.346
C -2.028 30.801 -3.439  -0.532
C -10.805 25.913 -0.688  -0.093
C -6.138 16.376 -7.621  -0.104
C -4.963 16.230 -8.570  -0.338
C -10.262 30.176 5.700  -0.337
C -5.100 18.408 -7.942  -0.507
C -13.295 34.024 -0.090  -0.280
C 0.672 20.393 -5.303  -0.285
C -5.627 24.343 -1.421  -0.090
C -12.931 17.751 0.448  -0.075
C -4.120 30.814 -2.680  -0.127
C -11.777 30.029 5.761  -0.002
C -2.878 22.538 10.633  -0.565
H -3.466 19.782 1.099  0.086
H -12.860 17.733 1.535  0.130
H 1.022 23.259 3.771  0.127
H -14.642 33.384 -1.710  0.079
H -14.110 19.734 2.071  0.082
H -5.459 24.001 -0.400  0.073
H 0.279 18.554 -6.377  0.084
H -2.388 23.978 7.363  0.085
H -18.182 27.963 -1.017  0.092
H -11.656 20.931 -7.004  0.131
H -4.930 30.678 -3.395  0.138
H -5.731 38.036 1.445  0.153
H -4.262 14.337 -7.846  0.088
H -11.087 24.978 -1.173  0.066
H -5.255 15.743 -9.501  0.147
H 1.147 19.592 -7.359  0.073
H -10.420 21.856 -6.375  0.136
H -7.904 26.045 -3.375  0.074
H -14.620 32.197 -0.318  0.080
H -4.310 30.598 -1.629  0.140
H 1.840 23.390 2.240  0.135
H -9.387 32.211 5.655  0.144
H -9.274 28.122 0.175  0.067
H -18.953 28.048 -2.633  0.086
H -12.115 16.894 9.736  0.085
H -10.859 18.053 10.130  0.094
H -9.762 24.117 -8.052  0.095
H 3.776 24.800 5.494  0.090
H -11.595 26.625 -0.926  0.074
H -7.018 24.612 -3.568  0.074
H -0.206 20.965 -5.603  0.153
H 2.071 24.383 5.700  0.097
H -2.546 18.712 2.107  0.084
H -5.496 33.441 -2.968  0.075
H -11.870 22.100 -8.904  0.154
H -19.297 25.771 -2.856  0.156
H -11.988 18.935 7.880  0.132
H -1.654 25.369 8.039  0.086
H -4.034 19.599 2.742  0.090
H -7.588 24.670 3.040  0.074
H -0.463 19.781 -3.535  0.130
H -7.158 39.466 3.001  0.081
H -4.725 32.910 -4.518  0.077
H 3.259 23.194 5.109  0.096
H -9.328 22.510 -8.742  0.092
H -4.452 17.098 2.110  0.152
H 1.009 18.806 -3.786  0.128
H -5.948 19.311 0.820  0.141
H -8.108 38.900 1.814  0.080
H -7.545 27.344 1.397  0.061
H -12.528 35.853 -0.888  0.136
H -12.850 20.625 1.128  0.080
H -9.661 28.266 -1.546  0.078
H -10.452 16.285 9.902  0.084
H -7.044 16.022 -8.113  0.134
H -3.521 32.634 -1.703  0.143
H -8.577 23.710 1.995  0.068
H -6.178 37.080 4.293  0.133
H -10.279 31.809 7.167  0.138
H -10.260 23.691 -9.627  0.085
H -9.815 30.223 4.707  0.155
H -12.141 29.081 5.364  0.084
H -4.187 34.317 -3.684  0.073
H -9.200 25.248 2.546  0.071
H -8.003 27.946 -0.938  0.070
H -15.502 33.587 -0.247  0.078
H -6.268 26.392 2.226  0.080
H -12.391 33.579 -0.504  0.147
H 3.371 24.852 3.050  0.152
H -17.623 24.347 -1.904  0.127
H -8.170 38.066 3.407  0.092
H -6.445 17.729 1.591  0.140
H -17.567 25.194 -0.290  0.128
H -5.167 24.070 9.721  0.134
H -4.678 37.690 3.543  0.138
H -3.277 25.330 9.937  0.152
H -6.059 26.742 0.556  0.074
H -10.574 16.267 7.539  0.158
H -12.387 30.815 5.316  0.090
H 2.109 18.936 -6.119  0.089
H -3.098 15.260 -8.919  0.084
H -13.257 19.372 -0.868  0.152
H -4.606 23.206 8.227  0.137
H -4.739 24.869 -1.771  0.078
H -14.265 35.857 -0.546  0.135
H -10.981 25.665 0.358  0.062
H -14.449 20.955 0.813  0.077
H -5.792 23.459 -2.037  0.073
H -3.278 15.743 -7.277  0.089
H -12.286 17.726 6.673  0.136
H -3.326 25.330 7.346  0.093
H -11.951 30.040 6.837  0.089
H -6.016 15.870 -6.663  0.138
H -6.200 26.147 -3.482  0.077
H -17.332 27.322 -2.475  0.088
H -11.914 17.693 0.060  0.137

Values from the calculation:
DFT total energy: -157360.2891 eV
Frontier orbital gap: 8.50 eV
Highest occupied orbital energy: -8.6 eV
Molar mass: 1506.36 g mol⁻¹

***

(2)
Here is a cluster of 10 separate species, C59H126F9N7O9S3 in total in a non-equilibrium geometry from OMol25. Energies are from ωB97M-V/def2-TZVPD.

Last column: Löwdin charge in e.
Positions of all 213 atoms, in Å:
S -14.653 5.754 -21.006  0.503
S -15.540 2.777 -14.677  0.493
S -10.869 -1.229 -19.709  0.504
F -13.304 -0.851 -18.791  0.101
F -12.670 0.857 -19.941  0.150
F -15.810 2.585 -17.251  0.137
F -11.821 0.509 -17.935  0.120
F -15.785 0.764 -16.135  0.103
F -13.596 4.429 -18.889  0.113
F -13.870 1.842 -16.554  0.101
F -12.405 4.537 -20.625  0.110
F -14.164 3.152 -20.715  0.046
O -14.208 6.998 -20.381  -0.333
O -14.820 4.072 -14.744  -0.355
O -16.053 5.387 -20.620  -0.374
O -11.286 -1.698 -21.057  -0.351
O -9.772 -0.296 -19.688  -0.317
O -14.362 5.673 -22.437  -0.338
O -14.924 1.893 -13.666  -0.355
O -16.949 3.081 -14.694  -0.293
O -10.732 -2.331 -18.770  -0.346
N -11.418 -1.664 -14.561  -0.232
N -5.688 1.669 -17.702  -0.222
N -15.697 -5.427 -20.976  -0.208
N -8.684 -5.203 -19.378  -0.217
N -18.467 0.980 -19.721  -0.235
N -11.155 6.120 -16.387  -0.232
N -10.888 0.553 -24.272  -0.261
C -9.258 -4.528 -20.702  -0.109
C -7.145 0.744 -19.325  -0.219
C -14.906 -5.954 -22.230  -0.067
C -9.299 -4.288 -23.264  -0.056
C -10.473 5.095 -17.384  -0.047
C -4.231 3.197 -16.426  -0.229
C -8.664 -5.041 -22.020  -0.181
C -13.636 4.346 -20.220  -0.640
C -10.830 2.591 -22.849  -0.111
C -8.447 -6.701 -19.427  -0.091
C -15.422 -3.897 -21.046  -0.075
C -12.412 -2.858 -14.722  -0.052
C -20.400 0.380 -17.913  -0.202
C -13.494 -2.326 -25.416  -0.056
C -2.952 4.077 -16.366  -0.068
C -15.184 1.939 -16.292  -0.699
C -9.646 0.638 -23.470  -0.144
C -13.097 -2.940 -16.131  -0.205
C -16.244 -0.009 -19.647  -0.102
C -17.217 -5.754 -21.250  0.035
C -10.651 -1.760 -13.206  -0.047
C -16.657 0.152 -21.191  -0.136
C -17.682 -0.079 -18.924  -0.073
C -11.284 8.269 -17.834  -0.267
C -5.884 0.821 -16.379  0.065
C -14.238 -3.962 -16.208  -0.090
C -12.105 7.178 -17.083  -0.047
C -10.535 3.764 -16.585  -0.134
C -8.321 -7.139 -17.969  -0.109
C -21.948 0.211 -17.824  -0.072
C -9.258 -2.345 -13.425  -0.176
C -7.916 1.698 -18.448  -0.169
C -14.908 -8.041 -18.097  -0.093
C -11.701 1.544 -23.541  -0.109
C -18.126 2.407 -19.318  0.053
C -9.437 2.036 -22.969  -0.141
C -15.061 -6.021 -19.656  -0.057
C -9.538 -4.999 -18.105  -0.110
C -4.387 2.397 -17.648  -0.154
C -10.213 -1.704 -15.509  -0.064
C -11.599 -0.872 -24.371  -0.086
C -13.944 -3.839 -21.527  -0.143
C -18.104 0.607 -21.258  -0.023
C -20.016 0.742 -19.408  -0.090
C -5.765 0.790 -18.979  -0.089
C -15.599 -7.473 -19.333  -0.216
C -12.167 -0.333 -14.634  0.028
C -11.369 3.984 -15.265  -0.132
C -9.324 -6.213 -17.161  -0.100
C -7.345 -4.535 -19.101  0.020
C -10.508 0.986 -25.711  0.091
C -12.156 5.172 -15.752  -0.155
C -12.266 -0.051 -19.061  -0.627
C -9.225 -2.734 -14.834  -0.163
C -6.846 2.606 -17.981  -0.106
C -12.963 -0.910 -25.041  -0.209
C -13.645 -5.086 -22.388  -0.125
C -10.158 6.740 -15.436  0.046
C -11.911 9.100 -18.841  -0.102
H -11.028 3.032 -17.225  0.097
H -8.979 -5.851 -16.193  0.101
H -10.415 7.747 -18.237  0.100
H -15.667 -0.929 -19.556  0.073
H -20.470 0.103 -20.165  0.117
H -10.919 3.532 -23.392  0.134
H -10.313 -4.800 -20.717  0.110
H -22.501 -0.393 -17.105  0.084
H -16.064 -3.419 -21.786  0.124
H -22.279 1.219 -17.572  0.081
H -10.270 -6.711 -16.948  0.112
H -2.983 4.925 -17.049  0.082
H -13.609 -2.004 -16.355  0.098
H -13.024 -0.408 -13.965  0.119
H -15.175 -9.092 -17.993  0.092
H -15.662 -3.470 -20.073  0.117
H -12.980 -2.838 -26.230  0.090
H -12.402 1.924 -24.284  0.143
H -7.630 -0.225 -19.206  0.097
H -18.271 -0.992 -19.007  0.124
H -6.295 1.496 -15.629  0.106
H -12.792 -0.376 -25.976  0.099
H -10.782 7.224 -14.684  0.126
H -9.864 0.171 -26.042  0.120
H -7.287 -7.032 -17.643  0.114
H -7.542 -6.845 -20.017  0.144
H -9.410 6.030 -15.086  0.104
H -13.163 -3.439 -20.881  0.095
H -5.543 -0.177 -18.528  0.132
H -9.584 5.641 -17.700  0.121
H -10.549 -4.830 -18.474  0.108
H -13.826 -8.013 -18.224  0.071
H -12.729 7.657 -16.328  0.143
H -6.784 -5.098 -18.354  0.105
H -14.879 -3.719 -17.055  0.063
H -15.461 -8.137 -20.186  0.110
H -17.036 2.439 -19.325  0.084
H -6.687 -4.676 -19.958  0.101
H -12.487 -0.182 -15.665  0.073
H -20.475 1.723 -19.528  0.128
H -4.252 2.559 -15.542  0.109
H -17.605 -5.326 -22.174  0.108
H -9.045 -3.151 -12.722  0.132
H -9.371 -4.076 -17.550  0.096
H -9.545 3.485 -16.224  0.088
H -3.710 1.544 -17.669  0.149
H -8.659 -8.170 -17.870  0.127
H -12.798 6.699 -17.775  0.122
H -2.045 3.571 -16.699  0.081
H -10.781 -1.345 -24.915  0.125
H -15.204 -7.507 -17.193  0.080
H -8.331 -1.824 -13.183  0.127
H -5.040 1.118 -19.724  0.152
H -8.274 0.926 -17.767  0.107
H -9.546 -3.773 -14.906  0.101
H -11.598 0.572 -14.422  0.108
H -12.614 5.709 -14.921  0.144
H -8.189 -2.677 -15.168  0.119
H -12.697 -5.526 -22.077  0.103
H -10.726 4.239 -14.422  0.109
H -20.012 1.277 -17.430  0.100
H -11.606 -1.438 -23.440  0.098
H -14.897 -7.042 -22.162  0.134
H -11.188 5.053 -18.206  0.106
H -11.499 1.223 -26.100  0.106
H -9.908 -0.659 -15.453  0.128
H -13.427 -2.865 -24.471  0.032
H -11.191 9.781 -19.294  0.093
H -19.864 -0.449 -17.452  0.094
H -5.001 0.416 -15.885  0.114
H -9.436 -3.464 -20.546  0.099
H -13.897 -4.997 -16.165  0.074
H -17.481 -6.811 -21.248  0.100
H -15.819 0.766 -21.523  0.106
H -18.808 -0.197 -21.473  0.122
H -8.757 0.253 -23.969  0.145
H -9.930 -0.056 -22.679  0.115
H -17.771 0.271 -17.896  0.113
H -13.181 -2.608 -13.990  0.136
H -12.823 4.690 -16.466  0.123
H -16.661 -7.557 -19.100  0.112
H -13.545 -4.871 -23.452  0.103
H -9.623 7.438 -16.080  0.094
H -9.393 -6.971 -19.896  0.143
H -18.245 1.534 -21.814  0.137
H -17.795 -5.495 -20.363  0.105
H -10.038 1.945 -25.492  0.111
H -8.741 -6.121 -22.151  0.113
H -14.870 -3.884 -15.324  0.086
H -22.445 0.029 -18.777  0.073
H -7.289 1.101 -20.345  0.122
H -11.977 3.138 -14.946  0.105
H -12.692 9.727 -18.413  0.099
H -11.344 -2.323 -12.581  0.139
H -10.400 -1.833 -16.575  0.090
H -18.523 3.034 -20.116  0.121
H -14.020 -2.977 -22.190  0.093
H -8.840 -3.315 -23.438  0.072
H -16.526 -0.770 -21.757  0.088
H -9.174 -4.852 -24.188  0.080
H -6.549 3.319 -18.749  0.156
H -4.303 2.854 -18.634  0.147
H -11.834 -3.733 -14.423  0.133
H -10.833 8.966 -17.129  0.111
H -11.225 2.861 -21.870  0.104
H -7.435 -3.486 -18.819  0.107
H -12.434 -3.185 -16.960  0.087
H -12.316 0.955 -22.860  0.130
H -8.781 1.980 -22.100  0.110
H -7.632 -4.770 -21.800  0.097
H -13.722 -0.267 -24.596  0.115
H -8.905 2.654 -23.693  0.123
H -8.724 2.207 -18.974  0.129
H -12.363 8.536 -19.658  0.069
H -7.064 3.233 -17.116  0.126
H -15.653 0.822 -19.265  0.083
H -2.686 4.502 -15.398  0.088
H -5.002 3.937 -16.210  0.116
H -10.699 -0.734 -12.839  0.133
H -14.554 -2.352 -25.668  0.084
H -15.134 -5.263 -18.876  0.105
H -13.990 -6.065 -19.852  0.121
H -10.386 -4.206 -23.241  0.057
H -15.618 -5.765 -23.035  0.126
H -6.568 0.017 -16.651  0.089
H -18.482 2.593 -18.304  0.116

Values from the calculation:
DFT total energy: -149006.9747 eV
Frontier orbital gap: 6.29 eV
Total charge: +4
Highest occupied orbital energy: -13.9 eV
Energy relative to the best compared isomer or geometry (same formula, charge and spin): 477.2 kJ/mol
Molar mass: 1344.88 g mol⁻¹